Molecular formula: C19H28HfN6OS4Se
Method: DFT, ωB97M-V with the def2-TZVPD basis set

The geometry in XYZ format:
```
60
Properties=species:S:1:pos:R:3:nbo_charge:R:1
Hf 0.44080 -0.44781 -0.03384 1.936
C 3.59167 1.34512 -0.05627 -0.420
C 3.62271 0.39257 1.13223 -0.229
N 2.29381 -0.19338 1.49088 -0.732
C 1.74371 0.44645 2.72263 -0.248
C 0.87329 1.63594 2.37894 -0.221
N -0.32448 1.19858 1.60689 -0.731
C -1.28769 2.33303 1.44554 -0.224
C -1.81758 2.49225 0.03133 -0.424
C -0.71239 2.75880 -0.98064 -0.223
N -0.12333 1.49960 -1.50443 -0.695
C 0.93037 1.81300 -2.49728 -0.240
C 1.63501 0.53648 -2.89020 -0.233
N 2.28255 -0.04444 -1.69406 -0.716
C 3.58283 0.61882 -1.38998 -0.230
H 4.49577 1.95537 -0.01524 0.261
H 2.73836 2.02867 0.01618 0.198
H 4.01654 0.92245 1.99912 0.222
H 4.31617 -0.42057 0.91579 0.229
H 2.46345 -1.16703 1.74166 0.432
H 2.54879 0.76074 3.38773 0.233
H 1.15008 -0.28656 3.26265 0.251
H 1.42468 2.36109 1.77734 0.207
H 0.57327 2.12844 3.30641 0.235
H -0.78526 0.51080 2.20197 0.415
H -0.77609 3.25286 1.72992 0.219
H -2.11975 2.20729 2.13882 0.230
H -2.51132 3.33386 0.03441 0.260
H -2.39285 1.61490 -0.26891 0.221
H 0.09017 3.34355 -0.52516 0.204
H -1.10645 3.34394 -1.81407 0.225
H -0.87515 1.05567 -2.03032 0.402
H 1.63850 2.50789 -2.04288 0.214
H 0.50838 2.30132 -3.37803 0.234
H 2.35816 0.73723 -3.68303 0.238
H 0.91285 -0.18370 -3.28374 0.219
H 2.50815 -1.00445 -1.93499 0.435
H 3.82867 1.31362 -2.19421 0.221
H 4.36651 -0.13920 -1.37408 0.230
O 1.43892 -7.04557 2.18249 -0.488
C 1.19750 -5.95961 1.76857 0.218
S 0.35671 -4.69969 2.71912 0.374
C 0.39496 -3.47160 1.47439 -0.383
C 0.96880 -3.79133 0.30390 -0.397
S 1.18541 -2.68988 -1.04216 -0.261
S 1.62539 -5.40485 0.12718 0.375
S -0.35173 -1.93590 1.86349 -0.264
Se -1.40789 -1.87418 -2.49635 1.114
N -1.60368 -1.01774 -0.89860 -0.904
C -2.92120 -0.96586 -0.64506 0.245
C -3.52107 -0.49380 0.54112 -0.291
C -4.88441 -0.51612 0.63454 -0.095
C -5.70955 -0.97685 -0.42798 -0.193
C -5.17341 -1.46281 -1.57866 -0.156
C -3.75993 -1.47757 -1.71021 0.073
N -3.10859 -1.93196 -2.76837 -0.541
H -2.90454 -0.18086 1.37290 0.217
H -5.35844 -0.18650 1.55002 0.242
H -6.78365 -0.95227 -0.30571 0.252
H -5.78251 -1.82826 -2.39371 0.260
```

Results
* LUMO energy: -7.2 eV
* largest force on an atom: 0.9 eV/Å
* total charge: +2

---

Molecular formula: C19H28N10NaSSe
Method: DFT, ωB97M-V with the def2-TZVPD basis set

The geometry in XYZ format:
```
60
Properties=species:S:1:pos:R:3:nbo_charge:R:1
Na 0.06529 -0.04489 -0.33311 0.835
C -3.13039 2.10223 2.84313 -0.704
C -2.36798 1.69882 1.61708 0.239
N -1.12879 1.39384 1.61356 -0.224
N -0.44925 1.45913 2.78651 -0.452
C 0.91138 1.50551 2.78808 0.282
N 1.46982 1.54163 4.01116 -0.777
S 1.83261 1.52156 1.41082 -0.250
C -3.03159 1.68038 0.28819 0.151
C -4.02151 2.61360 -0.01779 -0.234
C -4.54903 2.63650 -1.29820 -0.170
C -4.08143 1.71779 -2.22482 -0.191
C -3.10280 0.82292 -1.82233 0.027
N -2.57877 0.79612 -0.60242 -0.432
H -2.61673 2.89503 3.39404 0.232
H -3.24690 1.24275 3.51073 0.242
H -4.13087 2.45220 2.60753 0.248
H -0.95886 1.57449 3.65268 0.380
H 0.92984 1.59674 4.85882 0.394
H 2.46552 1.66321 4.06765 0.430
H -4.36104 3.32781 0.72017 0.224
H -5.30956 3.35823 -1.56313 0.232
H -4.46066 1.68483 -3.23677 0.225
H -2.72503 0.09330 -2.53032 0.194
C 0.40213 -2.54202 -2.32954 -0.238
C 1.69624 -1.73010 -2.29790 -0.228
N 2.05456 -1.27352 -0.95671 -0.669
C 2.38698 -2.33405 -0.00550 -0.240
C 1.62785 -2.24920 1.31968 -0.226
N 0.18857 -2.03728 1.15412 -0.666
C -0.52750 -3.14090 0.51129 -0.241
C -1.41858 -2.70677 -0.64952 -0.224
N -0.71840 -1.89019 -1.64379 -0.669
H 0.16073 -2.72968 -3.37944 0.206
H 0.57224 -3.52838 -1.89286 0.186
H 2.48496 -2.34993 -2.75127 0.178
H 1.57344 -0.84727 -2.92662 0.218
H 2.81609 -0.61217 -1.01962 0.380
H 2.19230 -3.30308 -0.47001 0.187
H 3.45565 -2.33800 0.22829 0.208
H 1.84815 -3.17562 1.87231 0.177
H 2.01439 -1.41532 1.90808 0.210
H -0.22140 -1.83748 2.05574 0.371
H 0.19930 -3.87379 0.15678 0.191
H -1.15316 -3.68260 1.22753 0.204
H -1.85648 -3.61671 -1.08746 0.180
H -2.24456 -2.10286 -0.26550 0.204
H -1.38090 -1.57658 -2.33885 0.374
Se -0.95139 0.83234 -5.67741 0.986
N -1.37522 2.53303 -5.36609 -0.601
C -1.05866 2.77523 -4.11539 0.123
C -1.24244 4.02543 -3.44713 -0.158
C -0.90244 4.08325 -2.13864 -0.259
C -0.37142 2.91889 -1.47903 0.106
N -0.17048 1.76864 -2.04644 -0.461
C -0.51214 1.66659 -3.36600 0.241
N -0.40346 0.52544 -4.01154 -0.642
H -1.64459 4.86399 -3.99906 0.241
H -1.01277 4.98915 -1.55944 0.234
H -0.11206 2.99369 -0.42629 0.217
```

Results
* LUMO energy: -3.4 eV
* largest force on an atom: 0.4 eV/Å
* total charge: +1

---

Molecular formula: C19H28N2O6PPdS2SiTe
Method: DFT, ωB97M-V with the def2-TZVPD basis set

The geometry in XYZ format:
```
61
Properties=species:S:1:pos:R:3:lowdin_spin:R:1
Pd 0.26818 -0.17457 -0.03689 1.197
O 4.16116 2.06828 -0.04552 0.048
S 3.80494 0.67518 -0.03562 0.043
O 3.78496 0.03054 -1.34034 0.133
N 2.33729 0.43439 0.68145 0.385
C 2.50066 -0.17488 1.90367 0.366
S 1.00145 -0.44291 2.75663 0.849
C 3.82625 -0.55969 2.21901 0.060
C 4.35303 -1.22723 3.33862 0.072
C 5.70312 -1.51268 3.37458 0.004
C 6.56750 -1.14980 2.32856 0.100
C 6.06733 -0.47922 1.22011 -0.003
C 4.71349 -0.20383 1.18007 0.099
H 3.69666 -1.51060 4.15396 0.005
H 6.11427 -2.02695 4.23597 -0.002
H 7.62305 -1.38478 2.38828 0.007
H 6.71803 -0.18115 0.40457 -0.002
O 0.01601 2.12152 -0.42126 0.069
N -0.68016 2.87343 0.37420 0.007
C -1.69446 3.60748 -0.12694 0.014
C -2.46102 4.40486 0.69376 0.000
C -2.19449 4.46043 2.05307 0.015
C -1.14205 3.71002 2.54300 -0.001
C -0.39446 2.92638 1.68792 0.021
H -1.83485 3.50226 -1.19096 0.001
H -3.27012 4.97470 0.25853 0.000
H -2.79283 5.07707 2.71071 0.001
H -0.88201 3.72012 3.59410 0.000
H 0.44092 2.31975 1.99007 0.010
C -2.98353 -0.13363 1.63158 0.055
Si -2.12084 -0.55794 0.01542 0.227
C -2.55405 -2.34709 -0.34757 0.035
C -2.99768 0.48559 -1.29799 0.039
H -4.06210 -0.29026 1.50273 0.010
H -2.82114 0.91192 1.91294 0.001
H -2.63683 -0.76630 2.45488 0.000
H -3.64359 -2.48488 -0.29328 0.006
H -2.07967 -3.01948 0.37465 0.000
H -2.22261 -2.63345 -1.35239 0.001
H -3.42626 1.38787 -0.84583 0.000
H -3.82117 -0.08988 -1.74079 0.005
H -2.32278 0.79305 -2.10051 0.002
C 0.61596 -6.10496 -2.15630 0.001
C 0.40988 -4.64135 -1.85777 0.012
O 1.65753 -4.10846 -1.33972 0.008
P 1.66242 -2.64532 -0.70270 0.052
O 0.61235 -2.50107 0.34615 0.119
Te 1.22516 -1.00112 -2.46836 0.903
O 3.11978 -2.50285 -0.17896 0.011
C 4.06370 -3.56219 0.13881 0.001
C 5.01976 -3.75160 -1.01091 0.000
H -0.30895 -6.53485 -2.54593 0.000
H 0.89290 -6.63889 -1.24698 0.000
H 1.40518 -6.24186 -2.89724 0.000
H -0.37641 -4.48986 -1.11870 0.000
H 0.14420 -4.09386 -2.76471 0.013
H 3.53094 -4.47889 0.37602 0.000
H 4.57518 -3.20825 1.03168 0.000
H 4.47590 -4.00588 -1.92387 0.000
H 5.70955 -4.56614 -0.77750 0.000
H 5.59438 -2.84076 -1.18652 0.000
```

Results
* LUMO energy (spin up / spin down): 0.2 / -2.5 eV
* spin multiplicity: 6
* largest force on an atom: 1.1 eV/Å
* total charge: 0

---

Molecular formula: C19H28N4O5
Method: DFT, ωB97M-V with the def2-TZVPD basis set

The geometry in XYZ format:
```
56
Properties=species:S:1:pos:R:3:nbo_charge:R:1
O -4.26968 -3.37032 6.01178 -0.632
O -3.17196 -4.14151 2.13611 -0.630
O 6.02406 2.04899 -5.21722 -0.736
O 2.75590 3.15978 -0.27825 -0.720
O 4.25582 1.26137 -1.42203 -0.730
C -3.69606 -2.94398 5.02103 0.690
C -3.42091 -3.00826 1.74590 0.652
C -3.60946 0.75234 0.71709 -0.032
C -2.81640 0.01162 1.52337 -0.107
C 0.76042 -0.70957 0.20359 -0.241
C 0.63399 -0.01739 -1.01420 -0.207
C -0.31417 -0.75892 1.11260 -0.177
C -0.57055 0.63349 -1.32979 -0.269
C -1.53629 -0.11207 0.82749 -0.111
C -1.63293 0.57908 -0.41628 0.200
N -2.91281 1.09202 -0.42666 -0.551
N -3.24947 -2.67735 0.45956 -0.611
N 3.48423 2.68666 -3.70126 -0.655
N -4.42367 -2.42475 4.02746 -0.609
C -2.17827 -2.96336 4.99096 -0.718
C -2.70190 -3.57152 -0.55852 -0.411
C 5.80150 1.73405 -3.83409 -0.058
C 2.60721 3.38476 -2.74224 -0.255
C 3.45408 3.53863 -1.46740 0.065
C 4.64940 2.61350 -1.70387 0.068
C 4.86890 2.77855 -3.20649 -0.097
C -3.22898 -0.62390 2.81378 -0.425
C -4.02622 -1.93841 2.69059 -0.115
H 6.56260 1.36059 -5.64401 0.475
H 2.87689 2.19865 -0.14567 0.487
H 3.61023 1.01698 -2.11425 0.479
H -4.63596 1.02485 0.93580 0.220
H 1.69019 -1.20838 0.44232 0.220
H 1.46272 0.00922 -1.70764 0.208
H -0.20506 -1.29858 2.04188 0.214
H -0.67680 1.16816 -2.26129 0.214
H -3.29731 1.66522 -1.16457 0.411
H -3.41917 -1.71671 0.19933 0.406
H 3.40443 3.06041 -4.65007 0.383
H -5.41257 -2.47994 4.20812 0.410
H -1.80278 -1.98335 5.27448 0.222
H -1.80883 -3.24060 4.00900 0.233
H -1.83172 -3.70111 5.71250 0.247
H -2.44955 -3.00881 -1.45826 0.207
H -3.43293 -4.34408 -0.80259 0.204
H -1.79929 -4.05371 -0.17715 0.217
H 6.75658 1.72764 -3.29903 0.167
H 5.35846 0.73683 -3.74638 0.173
H 2.30765 4.36804 -3.11950 0.187
H 1.70293 2.79734 -2.55027 0.199
H 3.79473 4.57620 -1.38422 0.184
H 5.52405 2.90713 -1.11419 0.202
H 5.28329 3.77437 -3.40291 0.184
H -3.82333 0.09558 3.37837 0.229
H -2.31994 -0.80644 3.38155 0.223
H -4.95529 -1.65902 2.19564 0.216
```

Results
* LUMO energy: 0.4 eV
* largest force on an atom: 2.3 eV/Å
* total charge: 0

---

Calculated E (eV), listed in the same order as above: -141128.6576 -115652.4896 -85029.2985 -36355.6361
Calculated energy relative to the best compared isomer or geometry (same formula, charge and spin) (kcal/mol), listed in the same order as above: 0.0 0.4 0.0 51.1